(1)
Formula: C4H6N2O
Source: OMol25
Level of theory: ωB97M-V with the def2-TZVPD basis set

The value obtained for the energy above the lowest of the compared OMol25 structures with the same formula, charge and spin is 1.772 eV. The maximum force comes out at 0.0082 hartree/bohr. The calculation puts the highest occupied orbital energy at -9.204 eV.

CARTESIAN COORDINATES (ANGSTROEM)
C (-0.027, -1.829, 1.421)
C (-0.202, -0.770, 0.377)
N (-0.544, -1.126, -0.836)
O (-0.476, 0.020, -1.609)
C (-0.095, 1.048, -0.831)
N (0.171, 2.281, -1.420)
C (0.048, 0.632, 0.450)
H (-0.175, -2.811, 0.963)
H (0.992, -1.789, 1.824)
H (-0.723, -1.718, 2.257)
H (-0.345, 2.412, -2.281)
H (1.164, 2.375, -1.613)
H (0.210, 1.276, 1.298)

Formally, the natural (NBO) partial charges of the atoms, in units of the elementary charge, are as follows: C -0.64; C 0.16; N -0.15; O -0.30; C 0.47; N -0.83; C -0.40; H 0.24; H 0.22; H 0.22; H 0.38; H 0.39; H 0.24

(2)
Formula: C4H6N2O
Source: OMol25
Level of theory: ωB97M-V with the def2-TZVPD basis set

The value obtained for the energy above the lowest of the compared OMol25 structures with the same formula, charge and spin is 2.609 eV. The maximum force comes out at 0.0623 hartree/bohr. The calculation puts the highest occupied orbital energy at -8.432 eV.

CARTESIAN COORDINATES (ANGSTROEM)
N (-1.676, 0.023, -1.177)
C (-0.438, 0.038, -0.477)
C (0.135, 1.062, 0.438)
O (-0.185, 2.253, 0.410)
C (1.252, 0.309, 1.056)
C (1.116, -1.014, 0.767)
N (0.068, -1.218, -0.088)
H (-1.739, 0.903, -1.668)
H (-2.486, -0.020, -0.557)
H (0.438, 0.854, -0.973)
H (2.019, 0.762, 1.657)
H (1.728, -1.857, 1.084)
H (-0.205, -2.097, -0.505)

Formally, the natural (NBO) partial charges of the atoms, in units of the elementary charge, are as follows: N -0.82; C 0.10; C 0.39; O -0.64; C -0.40; C 0.05; N -0.56; H 0.38; H 0.37; H 0.26; H 0.24; H 0.22; H 0.42

(3)
Formula: C4H6N2O
Source: OMol25
Level of theory: ωB97M-V with the def2-TZVPD basis set

The value obtained for the energy above the lowest of the compared OMol25 structures with the same formula, charge and spin is 5.242 eV. The maximum force comes out at 0.0483 hartree/bohr. The calculation puts the highest occupied orbital energy at -7.849 eV.

CARTESIAN COORDINATES (ANGSTROEM)
C (2.075, -0.302, -1.055)
O (1.168, 0.575, -0.385)
C (0.093, -0.014, 0.063)
C (-0.780, -0.981, -0.175)
N (-2.004, -0.327, 0.024)
C (-1.990, 0.653, 0.883)
N (-0.872, 1.301, 1.154)
H (2.310, -1.133, -0.384)
H (2.967, 0.296, -1.232)
H (1.663, -0.686, -1.996)
H (-0.779, -2.077, -0.342)
H (-2.927, 0.840, 1.399)
H (-0.923, 1.854, 2.044)

Formally, the natural (NBO) partial charges of the atoms, in units of the elementary charge, are as follows: C -0.25; O -0.49; C 0.57; C -0.25; N -0.52; C 0.23; N -0.69; H 0.18; H 0.21; H 0.19; H 0.24; H 0.18; H 0.39

(4)
Formula: C4H6N2O11V
Source: OMol25
Level of theory: ωB97M-V with the def2-TZVPD basis set

The maximum force comes out at 0.0963 hartree/bohr. The calculation puts the highest occupied orbital energy (spin up / spin down) at 0.294 / -1.326 eV. The spin multiplicity is 4. As for the expectation value of S²: 3.78. Its net charge is -2.

CARTESIAN COORDINATES (ANGSTROEM)
O (22.578, -31.058, -11.201)
V (21.525, -29.929, -10.930)
C (20.982, -27.650, -12.147)
O (20.896, -27.780, -10.884)
O (19.999, -27.353, -12.905)
O (21.770, -28.480, -12.749)
C (19.197, -31.021, -11.624)
O (17.968, -31.242, -11.718)
O (19.734, -30.851, -10.411)
O (20.042, -30.751, -12.560)
C (21.533, -30.226, -6.442)
N (22.251, -30.588, -7.644)
O (21.755, -30.099, -8.743)
O (23.400, -31.178, -7.560)
H (20.515, -30.592, -6.581)
H (21.559, -29.142, -6.277)
H (22.023, -30.752, -5.625)
C (25.341, -27.832, -9.190)
N (24.453, -28.068, -10.355)
O (24.853, -27.692, -11.442)
O (23.420, -28.641, -10.126)
H (24.737, -27.793, -8.291)
H (25.929, -26.951, -9.419)
H (25.985, -28.706, -9.104)

Formally, the natural (NBO) partial charges of the atoms, in units of the elementary charge, are as follows: O -0.53; V 1.50; C 0.88; O -0.72; O -0.43; O -0.52; C 0.94; O -0.80; O -0.76; O -0.79; C -0.45; N 0.33; O -0.62; O -0.64; H 0.21; H 0.17; H 0.19; C -0.49; N 0.55; O -0.41; O -0.30; H 0.24; H 0.21; H 0.24

(5)
Formula: C4H6N2O2
Source: OMol25
Level of theory: ωB97M-V with the def2-TZVPD basis set

The maximum force comes out at 0.0056 hartree/bohr. The calculation puts the highest occupied orbital energy at 1.940 eV. Its net charge is -2.

CARTESIAN COORDINATES (ANGSTROEM)
C (1.612, -0.407, 0.450)
C (0.706, 0.459, -0.401)
N (0.982, 1.680, -0.680)
C (-0.563, -0.246, -0.859)
N (-1.200, -0.914, 0.247)
C (-2.217, -0.195, 0.865)
O (-2.740, -0.718, 1.913)
O (-2.607, 0.930, 0.390)
H (1.008, -0.875, 1.232)
H (2.047, -1.208, -0.164)
H (2.434, 0.177, 0.891)
H (1.853, 1.941, -0.206)
H (-0.217, -1.025, -1.581)
H (-1.180, 0.492, -1.397)

Formally, the natural (NBO) partial charges of the atoms, in units of the elementary charge, are as follows: C -0.71; C 0.37; N -0.72; C -0.29; N -0.85; C 0.81; O -0.91; O -0.92; H 0.28; H 0.19; H 0.16; H 0.28; H 0.12; H 0.20

(6)
Formula: C4H6N2O2
Source: OMol25
Level of theory: ωB97M-V with the def2-TZVPD basis set

The value obtained for the energy above the lowest of the compared OMol25 structures with the same formula, charge and spin is 8.692 eV. The maximum force comes out at 0.1115 hartree/bohr. The calculation puts the highest occupied orbital energy (spin up / spin down) at -9.525 / -9.525 eV.

CARTESIAN COORDINATES (ANGSTROEM)
C (0.944, -0.707, -0.954)
C (1.476, -0.984, 0.490)
C (0.182, 1.434, 0.444)
C (0.265, -0.035, 0.240)
N (-1.105, -0.102, 0.770)
N (-2.215, 0.066, 0.027)
O (-2.439, 1.060, -0.605)
O (-3.015, -0.817, 0.182)
H (1.619, -0.072, -1.534)
H (0.452, -1.425, -1.733)
H (1.350, -1.774, 1.174)
H (2.421, -0.540, 0.642)
H (0.220, 1.930, 1.324)
H (-0.156, 1.968, -0.468)

Formally, the natural (NBO) partial charges of the atoms, in units of the elementary charge, are as follows: C -0.43; C -0.40; C -0.10; C 0.01; N -0.27; N 0.61; O -0.41; O -0.37; H 0.22; H 0.25; H 0.24; H 0.22; H 0.20; H 0.22

(7)
Formula: C4H6N2O2
Source: OMol25
Level of theory: ωB97M-V with the def2-TZVPD basis set

The value obtained for the energy above the lowest of the compared OMol25 structures with the same formula, charge and spin is 3.515 eV. The maximum force comes out at 0.1258 hartree/bohr. The calculation puts the highest occupied orbital energy at -9.658 eV.

CARTESIAN COORDINATES (ANGSTROEM)
C (0.030, 0.242, -0.216)
C (-1.285, -0.426, -0.867)
C (-1.898, -1.400, -0.150)
C (0.217, 0.156, 1.159)
H (1.713, 0.426, -2.772)
H (0.392, -0.223, -2.624)
H (-1.626, -0.083, -1.834)
H (-2.792, -1.899, -0.580)
H (-1.603, -1.843, 0.768)
H (1.503, 0.462, 2.386)
N (0.799, 0.673, -2.328)
N (0.999, 0.702, -0.946)
O (1.633, 0.195, 1.424)
O (-0.702, 0.067, 2.078)

Formally, the natural (NBO) partial charges of the atoms, in units of the elementary charge, are as follows: C 0.02; C -0.27; C -0.32; C 0.72; H 0.36; H 0.34; H 0.22; H 0.20; H 0.22; H 0.49; N -0.62; N -0.13; O -0.66; O -0.58

(8)
Formula: C4H6N2O2
Source: OMol25
Level of theory: ωB97M-V with the def2-TZVPD basis set

The value obtained for the energy above the lowest of the compared OMol25 structures with the same formula, charge and spin is 3.201 eV. The maximum force comes out at 0.0518 hartree/bohr. The calculation puts the highest occupied orbital energy at -10.118 eV.

CARTESIAN COORDINATES (ANGSTROEM)
C (-1.224, -0.718, -0.512)
C (0.839, -1.267, 0.510)
C (-0.407, 2.018, 0.346)
C (0.228, 1.911, -1.005)
H (-1.705, 0.094, -1.080)
H (0.500, -2.276, 0.297)
H (-1.493, 1.845, 0.437)
H (-0.082, 2.814, 1.027)
H (-0.419, 1.512, -1.824)
H (1.021, 2.594, -1.280)
N (0.011, -0.344, -0.045)
N (0.571, 1.009, 0.069)
O (-1.679, -1.834, -0.345)
O (1.865, -1.029, 1.122)

Formally, the natural (NBO) partial charges of the atoms, in units of the elementary charge, are as follows: C 0.53; C 0.53; C -0.27; C -0.27; H 0.13; H 0.15; H 0.21; H 0.22; H 0.20; H 0.22; N -0.35; N -0.20; O -0.55; O -0.53

(9)
Formula: C4H6N2O2
Source: OMol25
Level of theory: ωB97M-V with the def2-TZVPD basis set

The value obtained for the energy above the lowest of the compared OMol25 structures with the same formula, charge and spin is 4.708 eV. The maximum force comes out at 0.2221 hartree/bohr. The calculation puts the highest occupied orbital energy at -7.471 eV.

CARTESIAN COORDINATES (ANGSTROEM)
C (-2.482, -0.079, 0.083)
C (-0.063, -0.047, -0.084)
C (1.493, -1.647, -0.119)
C (1.168, 0.472, -0.050)
H (-2.200, -1.041, 0.778)
H (-2.796, -0.589, -0.982)
H (-3.323, 0.585, 0.341)
H (2.070, -2.546, -0.122)
H (1.965, 1.999, 0.990)
H (1.036, 2.423, -0.610)
N (0.215, -1.409, -0.005)
N (1.780, 1.688, -0.068)
O (-1.063, 0.628, -0.168)
O (2.200, -0.436, 0.017)

Formally, the natural (NBO) partial charges of the atoms, in units of the elementary charge, are as follows: C -0.30; C 0.34; C 0.29; C 0.30; H 0.24; H 0.20; H 0.22; H 0.20; H 0.37; H 0.38; N -0.52; N -0.83; O -0.48; O -0.42